#A
C5H7NOS | wB97M-V/def2-TZVPD

Summary:
LUMO level in Eh: -0.007
Frontier orbital gap in Ha: 0.319
Structure (SMILES): O[C@@]12CN[C@@H](C1)C2=S

Geometry as ORCA input:
```
! wB97M-V def2-TZVPD RIJCOSX def2/J DEFGRID3
* xyz 0 1
O 0.99 -0.78 1.83
C 0.38 -0.33 0.67
C 0.10 -1.27 -0.52
N -0.52 -0.38 -1.53
C -0.49 0.91 -0.73
C -1.08 0.37 0.53
C 0.83 0.98 0.02
S 1.93 1.90 0.64
H 1.43 -0.01 2.13
H -0.53 -2.21 -0.39
H 1.04 -1.76 -0.79
H 0.24 -0.12 -2.23
H -0.99 1.82 -1.05
H -1.87 -0.35 0.18
H -1.45 1.24 1.24
*
```


#B
C5H7NOS | wB97M-V/def2-TZVPD

Summary:
LUMO level in Eh: 0.013
Frontier orbital gap in Ha: 0.311
Structure (SMILES): C1=COCC1.N=C=S

Geometry as ORCA input:
```
! wB97M-V def2-TZVPD RIJCOSX def2/J DEFGRID3
* xyz 0 1
C -1.18 -1.50 0.07
C -0.20 -0.75 0.54
O -0.56 0.57 0.63
C -1.81 0.80 0.11
C -2.20 -0.65 -0.51
H -1.10 -2.55 -0.10
H 0.82 -1.01 1.11
H -1.72 1.71 -0.66
H -2.42 1.22 0.91
H -2.10 -0.76 -1.69
H -3.34 -0.91 -0.44
N 4.07 1.73 -0.22
C 3.78 0.59 0.08
S 3.22 -0.83 -0.10
H 4.76 2.34 0.27
*
```


Ranking the structures above from most stable to least stable yields #B, #A.